19
Properties=species:S:1:pos:R:3 method="wB97M-V/def2-TZVPD" orbital_gap_ha=0.4479 lumo_ev=1.07 total_charge=0 smiles=CCC.CC relative_energy_kj_mol=93.0
C 1.4530 -0.8750 0.5308
C 1.0312 -2.3139 0.2719
C -0.0874 -2.7377 1.2481
H 2.1790 -0.8423 1.3775
H 1.8562 -0.4498 -0.3706
H 0.5924 -0.2934 0.8621
H 0.7970 -2.6111 -0.7454
H 1.9149 -2.9082 0.6153
H 0.3202 -3.5495 1.8884
H -0.3679 -1.9600 1.9815
H -0.9917 -3.0038 0.6568
C -0.6738 3.4699 -1.1925
C -1.5834 2.2190 -0.8540
H 0.3892 3.1753 -1.1322
H -0.9771 3.5940 -2.2864
H -0.9060 4.3571 -0.6441
H -1.0250 1.3105 -0.9278
H -2.5102 2.3086 -1.3851
H -2.0371 2.1416 0.1498